29
Properties=species:S:1:pos:R:3:mulliken_charge:R:1 method="wB97M-V/def2-TZVPD" orbital_gap_ev=10.0 homo_energy_ev=-9.01 charge=0 smiles=Cc1ccccc1.CC(C)C fmax_ev_per_a=1.32
C -1.09544 0.16839 1.96271 -0.466
C -0.02741 0.11695 -3.84342 -1.488
C 1.69034 -1.97687 0.62957 -1.471
C -0.37530 1.18561 2.54528 -0.515
C -0.44319 0.32125 -2.38271 1.189
C -0.98827 1.72769 -2.16425 -1.443
C 1.67427 0.01805 2.14921 -0.598
C -1.50416 -0.71181 -2.00171 -1.356
C 1.00977 1.10620 2.65387 -0.456
C -0.43770 -0.91852 1.39787 -0.436
C 0.93905 -0.95212 1.43336 0.935
H 0.09067 -0.93923 -4.06151 0.388
H -0.93008 2.00772 2.98081 0.378
H -1.58677 1.80802 -1.25603 0.357
H 2.62372 -2.32384 1.08425 0.430
H 1.51710 1.93767 3.11131 0.394
H -1.59401 2.07407 -2.99501 0.326
H 1.09786 -2.86934 0.46435 0.366
H 0.41414 0.19302 -1.71795 -0.018
H -0.20706 2.48446 -1.99624 0.359
H -2.17691 0.21070 1.99336 0.392
H -1.80513 -0.51690 -0.97724 0.207
H 0.91164 0.62961 -4.08804 0.376
H 2.71767 -0.19081 2.30760 0.385
H 1.98093 -1.55003 -0.33172 0.248
H -1.02871 -1.68469 -2.10397 0.342
H -1.01743 -1.65484 0.84864 0.426
H -2.33674 -0.66124 -2.70515 0.424
H -0.79092 0.53430 -4.50341 0.328

272
Properties=species:S:1:pos:R:3:mulliken_charge:R:1 method="wB97M-V/def2-TZVPD" orbital_gap_ev=9.3 homo_energy_ev=-9.00 charge=0 fmax_ev_per_a=4.01
O 3.65734 -3.04257 4.65888 -0.331
O 1.56388 -0.97270 -0.84359 0.505
O 8.68978 -0.77377 -5.13910 -0.520
O 5.99581 1.75318 0.12349 -0.578
O -0.30072 6.23920 4.94503 -0.143
O -2.11160 4.27966 5.99617 0.010
O -3.63605 8.99724 2.89976 -0.349
O -0.36460 -4.33549 3.49910 0.445
O -4.60506 3.81252 -1.50250 -0.387
O 3.90209 -6.02198 0.13340 -0.475
O 5.17245 2.91899 -3.71652 -0.483
O -1.12496 -0.43530 5.93834 -0.604
O -4.10400 -5.27716 4.39323 -0.393
O -2.53997 -2.27926 -2.99588 -0.338
O 1.11760 -4.12009 -4.03517 0.082
O -6.19194 6.92041 1.39328 -0.430
O 1.75531 7.98600 0.50670 -0.458
O -1.55431 0.19202 0.53239 -0.183
O -5.30801 -2.53067 -2.96966 -0.607
O 2.99197 1.76025 3.48179 -0.596
O 2.09187 -4.96740 2.71079 -0.217
O 2.39261 1.83045 -8.97992 -0.490
O -9.46218 3.21167 0.73465 -0.507
O -5.78805 -1.14149 2.33516 0.094
O -1.09692 2.66870 -6.28123 -0.472
O 3.05720 -3.29302 -5.69425 0.066
O -1.15167 -4.91619 0.51871 -0.620
O 6.27615 -5.07388 -4.02269 -0.154
C -7.00601 -2.60167 -1.34866 -0.462
C -5.50368 -2.27795 -1.55088 1.267
C 7.26520 1.12334 -0.25640 -0.271
C 0.85669 6.99265 0.69994 0.009
C -6.22131 -3.56887 -3.40029 -0.579
C -0.64159 -4.97240 4.76627 -0.957
C -0.88949 3.75682 -5.50787 -0.457
C -2.91258 -0.16281 0.68947 -0.996
C -5.85279 -6.07628 3.10417 -0.719
C -1.40792 1.01933 6.10679 -0.616
C 3.19261 -4.79845 0.50267 -0.656
C -4.04086 2.08925 -3.00975 -0.882
C -1.68619 6.37746 4.74691 -0.302
C 3.82988 3.06367 -3.42131 -0.169
C -2.84948 2.29352 -2.21088 0.958
C -5.53273 -4.72439 2.55067 0.201
C -2.53526 0.12652 4.17710 2.091
C -2.09177 -4.08103 -0.13053 0.474
C 1.06102 2.52761 2.34681 0.486
C 4.99051 0.81782 0.55385 0.301
C -4.17400 8.19655 1.83810 -0.207
C 1.19729 -4.74572 -5.25138 -0.680
C -4.16165 -4.39405 3.19905 0.682
C -5.51351 7.63257 2.39087 -0.456
C -8.76035 2.68579 -0.34127 -0.376
C 5.65762 -0.53730 0.38976 0.470
C 2.89358 1.08534 -6.83542 0.309
C -3.18934 3.65860 -1.58661 -0.562
C 2.78151 6.18531 -0.61463 -0.394
C -0.78020 -0.78988 -0.12772 0.566
C 3.89041 -2.74402 -6.71791 -0.550
C 0.41242 -0.15204 -0.88536 -1.364
C 7.15840 -0.22900 0.42961 -0.727
C 5.01103 -5.64202 -4.28839 0.364
C 2.97448 -3.13309 6.88972 -0.935
C 7.36214 -0.86805 -5.53153 -0.456
C 4.00825 2.04072 -7.34089 -0.473
C 8.83200 -0.60854 -3.71660 -0.604
C -7.44379 0.59622 2.45124 -0.449
C 3.06985 7.41243 0.23023 -0.608
C 3.49661 -3.97159 5.70842 -0.093
C -1.42037 -0.79366 4.60549 0.193
C 7.27680 -6.02199 -4.24065 -0.606
C 1.15152 3.22149 3.65962 1.162
C -5.36039 -5.92010 4.56743 -0.532
C -5.96076 5.53682 1.23175 -0.304
C -2.48643 1.37577 5.05313 0.380
C 1.85372 0.97154 -7.97816 -0.240
C 2.84557 -1.74477 6.43720 -0.200
C -6.71029 0.57498 3.73203 -0.773
C 6.56176 -7.37169 -4.02009 -0.552
C 2.45494 -0.82468 -1.92467 -0.800
C 3.09012 -4.27443 2.00790 -0.310
C 2.52528 -6.26103 3.18289 -1.285
C 2.86071 -1.86458 4.90796 0.229
C -2.47900 4.90551 7.23241 -1.022
C 2.39063 2.71483 4.30320 -0.866
C 7.44813 -1.05637 -3.23364 0.156
C -6.10182 -0.89195 3.76740 -0.860
C 0.44193 -4.71955 -2.93957 -0.696
C 0.38118 7.53647 4.85551 -0.902
C 1.81059 -3.79651 -6.22002 -0.766
C -2.54687 9.83288 2.58072 -0.580
C 5.30166 -7.02427 -4.81910 -0.745
C 1.97870 1.32913 2.50085 1.675
C -6.47205 -0.16663 1.51515 0.395
C -7.04246 -3.92292 -2.14863 -0.847
C -5.12620 2.63585 -2.07651 0.033
C 6.80993 -1.65658 -4.37780 0.116
C -2.39487 5.04907 4.85843 -0.532
C 1.32541 5.83390 -0.15362 1.220
C -1.87591 -1.36636 -3.91818 -0.097
C 3.13646 2.88176 -8.26744 -0.521
C 5.26249 -5.88191 0.05731 -0.551
H -2.04592 2.18403 4.46937 -0.543
H 0.10338 -4.54051 5.43453 0.182
H -4.06329 -3.36320 3.53929 -0.395
H -3.11427 -1.01423 1.33946 0.231
H 2.45380 3.58018 -7.78342 0.227
H 7.77482 -0.99328 -0.04368 0.347
H 5.59229 -5.10627 -0.63386 0.233
H 3.45591 -1.85412 -7.17330 -0.059
H 1.92879 -4.21892 -7.21786 0.471
H -0.47727 1.58636 6.08575 0.172
H 0.80889 -5.74437 -2.88310 0.365
H -1.65895 -3.80338 -1.09162 -0.048
H -2.78022 1.41280 -1.57241 -0.664
H -5.46512 4.99976 2.04045 0.156
H 1.46138 3.22758 1.61342 -0.681
H -7.31964 0.79751 4.60798 0.537
H 7.53204 1.07010 -1.31190 -0.033
H -7.89979 2.11674 0.01047 -0.156
H 3.06799 3.51717 4.59565 0.262
H -3.31569 0.73339 1.16109 0.488
H 7.23825 -1.24810 -6.54559 0.396
H 3.77919 3.45352 -2.40467 0.293
H 0.70312 0.86622 -0.62704 0.301
H 4.49042 2.62933 -6.56041 0.240
H 3.58153 -3.31145 7.77729 0.408
H 3.72488 -1.25503 6.85561 0.375
H -3.35224 -4.71891 2.54528 -0.121
H 3.76778 3.33889 -9.02939 0.359
H 4.07008 -4.57317 2.38010 0.171
H 4.88972 -2.46938 -6.38020 0.072
H -4.35014 8.74259 0.91132 0.425
H 1.20121 4.30928 3.61112 -0.033
H -1.59994 -4.87697 5.27672 0.297
H 0.36323 2.83679 4.30671 -1.025
H -2.23915 -3.12618 0.37408 -0.470
H 5.38468 -1.13575 1.25893 0.220
H 3.41968 -0.98414 4.59097 -0.009
H 1.23249 -2.88012 -6.33895 0.302
H 4.60401 1.36288 -7.95219 0.273
H 0.88890 1.31479 -7.60480 0.190
H 5.62337 -6.82169 -0.36062 0.201
H -3.45875 5.14329 4.64075 0.492
H -0.63409 3.39506 -4.51188 0.068
H 1.38988 0.41710 2.59883 -0.159
H -5.88182 1.28331 3.73275 0.085
H 3.50593 7.14077 1.19156 0.273
H -5.37121 6.99767 3.26537 0.288
H -9.34081 2.03612 -0.99632 0.379
H 5.55251 3.55934 -3.11063 0.306
H 4.47863 -5.16339 -5.11031 -0.296
H 1.98029 -3.47945 7.17210 0.212
H -3.38774 -0.42592 -0.25557 0.601
H 4.75791 0.95888 1.60935 -0.118
H -6.85236 4.99132 0.92258 0.142
H -2.19982 0.41647 3.18135 -0.583
H 3.62465 -3.99209 -0.08997 0.529
H 0.56953 -4.46871 3.32232 0.299
H 7.70316 -6.01751 -5.24380 0.303
H -1.84471 5.77268 7.41622 0.269
H -2.68107 4.45376 -2.13203 0.338
H -2.84962 10.67373 1.95667 0.352
H -10.21544 3.64878 0.33075 0.305
H 2.75746 -4.75065 5.52176 -0.013
H -8.40385 3.57696 -0.85783 0.350
H -6.58221 -4.77182 -1.64304 0.217
H 6.79144 -0.31061 -2.78564 -0.169
H 3.55069 5.44484 -0.39513 0.168
H 0.19211 -5.03306 -5.55986 0.439
H -0.66703 -4.35642 1.12975 0.164
H -5.26961 -0.86002 4.47061 0.443
H 1.86821 -0.09152 -8.21856 0.210
H 6.40076 -7.62125 -2.97134 0.145
H -1.87712 1.13073 7.08431 0.316
H -2.30854 -1.36036 -4.91863 0.424
H -2.22212 10.34285 3.48767 0.242
H -2.81460 3.68559 -0.56340 0.235
H 5.65118 -5.70448 1.06008 0.323
H 3.43970 0.20490 -6.49676 -0.152
H 1.44917 7.42676 5.04386 0.316
H -5.30982 5.60285 0.35996 0.252
H -2.51797 4.17198 8.03771 0.267
H -1.32062 -1.29577 -0.92780 -0.582
H -2.07040 -0.39065 -3.47291 -0.234
H 0.47984 7.95623 3.85442 0.286
H -4.03067 2.72814 -3.89282 0.357
H 0.86094 6.73227 1.75837 -0.061
H 0.00924 2.49292 2.06281 0.454
H -0.06914 8.26614 5.52847 0.363
H -1.95669 4.52774 4.00737 0.109
H 1.42685 4.89221 0.38585 -1.036
H 3.79099 -3.26771 -7.66868 0.479
H 1.84751 -1.44869 6.76017 0.100
H -6.86763 -6.43443 2.93118 0.425
H 4.43520 -4.43263 6.01599 0.336
H 2.57141 -6.83789 2.25920 0.356
H 2.06806 -1.41260 -2.75700 0.414
H -0.41413 -6.03815 4.74291 0.314
H 1.74752 -5.68636 -5.27458 0.299
H -3.03883 -4.57768 -0.34155 0.540
H -1.91177 6.78855 3.76293 0.127
H 2.61715 0.18344 -2.30611 0.161
H 4.47576 -7.71408 -4.64544 0.382
H 8.09915 -5.81135 -3.55694 0.366
H -6.92981 -1.52013 4.09593 0.454
H -5.53114 -4.79375 1.46288 0.005
H 3.77248 8.16903 -0.11900 0.357
H -5.17929 -6.85285 5.10155 0.318
H 8.91603 0.41128 -3.34111 0.277
H 0.79207 5.74716 -1.10026 0.283
H 2.50285 1.10466 1.57188 -1.015
H 2.21597 -4.99808 0.06173 0.126
H 2.25557 2.18902 5.24840 0.314
H -1.91619 2.18523 -6.15223 0.278
H 5.45226 -0.85058 -0.63385 -0.270
H -5.46367 1.89084 -1.35598 -0.343
H 3.43174 -1.27027 -1.73651 -0.047
H 1.89377 -6.72155 3.94263 0.291
H -5.93595 2.91708 -2.74980 0.398
H 7.52281 -0.16599 1.45496 0.387
H 7.62217 -1.86032 -2.51847 0.190
H -3.47361 -2.38790 -3.19109 0.338
H -2.07521 2.27209 -2.97778 0.037
H 5.72120 -1.70874 -4.38391 0.301
H 8.02854 1.73478 0.22480 0.366
H 0.67955 -4.23308 -1.99353 -0.037
H 3.00263 6.29295 -1.67653 0.272
H -7.59157 1.64119 2.17866 0.218
H -5.23216 -6.81531 2.59746 0.277
H -0.43763 -1.56541 0.55733 0.275
H -8.41154 0.09947 2.38184 0.307
H -3.46205 1.56586 5.50049 0.697
H 2.28721 1.34923 -5.96894 0.031
H -6.08984 8.52571 2.63220 0.250
H -3.50797 5.26461 7.21301 0.401
H -5.75045 -4.45542 -3.82504 0.345
H 1.95892 -2.16283 4.37325 -0.074
H 3.32485 3.73534 -4.11551 0.258
H -7.10498 -0.66379 0.78008 -0.064
H 3.27861 2.13514 -3.56975 -0.235
H 7.00980 -8.22291 -4.53272 0.366
H -4.89692 -2.99496 -0.99784 -0.466
H -7.97323 -4.40540 -2.44694 0.467
H 4.09728 1.13062 0.01312 -0.106
H -1.45862 -1.87635 4.48541 0.292
H -6.89426 -3.31849 -4.22038 0.275
H -0.47536 -0.57557 4.10800 -0.539
H 4.35758 -5.82684 -3.43577 0.080
H -0.13222 4.40873 -5.94337 0.312
H -6.27639 -4.00938 2.90257 -0.021
H -0.07697 7.44711 0.36852 0.115
H -0.82280 -1.63373 -4.00519 0.048
H -0.64127 -4.69156 -3.05795 0.288
H 3.09519 -3.19022 2.12003 0.356
H -7.64010 -1.87679 -1.85914 0.413
H -1.83967 4.28709 -5.44412 0.324
H -5.77801 0.52988 1.04474 -0.327
H -3.47740 -0.42163 4.17460 -1.619
H 5.53494 -6.91623 -5.87835 0.341
H 7.14084 -2.67223 -4.59474 -0.287
H -2.02543 7.12336 5.46569 0.367
H -5.20897 -1.26095 -1.29211 -0.373
H 3.56443 -6.26535 3.51192 0.403
H 0.13337 -0.06843 -1.93571 0.342
H -4.16284 1.09381 -3.43676 0.410
H -3.41820 7.45041 1.59287 0.157
H 6.95905 0.14372 -5.48755 0.198
H 9.63148 -1.17699 -3.24143 0.360
H -1.79245 9.25423 2.04770 0.125
H -7.34731 -2.67287 -0.31592 0.279
H -5.93536 -5.15850 5.09419 0.263

62
Properties=species:S:1:pos:R:3:mulliken_charge:R:1 method="wB97M-V/def2-TZVPD" orbital_gap_ev=8.6 homo_energy_ev=-8.74 charge=0 fmax_ev_per_a=3.88
O -0.89177 -3.79202 -0.54365 -0.627
O -3.65328 -1.68488 2.56369 -0.558
O 0.42187 3.23152 1.38224 -0.614
O -1.22391 5.42371 -0.14802 -0.539
O 3.03557 -1.07481 3.71681 -0.615
O 1.83441 0.94517 0.77481 -0.796
O 0.92641 -1.29653 -2.49582 -0.643
O -1.68466 -0.35669 -3.39502 -0.549
O -0.48173 -0.14532 -0.49003 0.128
O -2.10826 0.13278 1.03779 -0.641
O -1.21080 2.01495 -5.30210 -0.512
O 0.35378 -1.16888 4.38767 -0.571
N 3.99664 0.47605 1.29936 -0.420
N 3.40099 1.89848 -0.53496 -0.381
N 3.20708 -1.63782 -2.53163 -0.457
N 1.77598 -2.80089 -0.95894 -0.275
C -1.50818 4.62982 0.98759 -0.680
C -3.44005 -1.87775 1.14493 -0.150
C -2.31617 1.63259 -4.57046 -0.651
C -2.00358 1.03192 -3.23905 -0.009
C 0.93319 -1.91222 3.28807 0.361
C -0.95648 3.25842 0.93140 0.483
C 3.02640 1.10164 0.50480 0.601
C -3.24838 -0.52822 0.54689 -0.279
C 2.32189 -2.23696 3.60170 -0.500
C 1.90539 -1.89097 -2.02863 0.553
H -2.92122 1.11454 -2.63155 0.161
H 2.70819 2.29140 -1.13651 0.240
H -1.16961 5.18218 1.87435 0.288
H -1.44320 2.51719 1.56225 0.141
H 4.97833 0.54787 1.16627 0.149
H -4.33772 -2.38718 0.75134 0.352
H -0.26633 5.55146 -0.13981 0.313
H -2.58813 4.51787 1.11498 0.336
H 3.55233 0.09011 2.13715 0.339
H -1.44017 0.02600 0.32415 0.549
H 2.47556 -3.45957 -0.71167 0.211
H 0.77624 2.38679 1.05413 0.350
H -2.62803 -2.59280 0.94292 -0.060
H 0.43037 -2.88872 3.13871 0.152
H 0.81372 -1.33858 2.36040 -0.181
H 3.97851 -1.27017 3.71249 0.301
H -2.83397 2.58015 -4.35105 0.325
H 3.90297 -2.33668 -2.43930 0.196
H -1.22886 -4.45811 0.07447 0.251
H 3.23061 -0.95504 -3.26532 0.247
H -1.22407 1.60785 -2.73809 0.229
H -0.64858 1.23135 -5.38577 0.326
H -0.15961 -0.41204 4.05034 0.350
H 0.80442 -2.99221 -0.66343 0.151
H 2.72096 -2.86840 2.78979 0.275
H -0.06639 -0.94357 -0.87441 -0.114
H -0.90889 2.92219 -0.11506 -0.014
H -3.07180 1.08032 -5.13594 0.319
H 2.37732 -2.87301 4.49016 0.364
H -3.18979 -0.62306 -0.54392 0.096
H -1.26924 -4.02933 -1.40789 0.279
H 4.34717 1.98311 -0.83997 0.168
H -3.21256 -2.38451 3.05468 0.305
H 0.27858 0.39906 -0.18272 0.242
H -4.18150 -0.00777 0.77224 0.365
H -0.99795 -0.58175 -2.73784 0.340

> What is the charge in the third record?

0